# 1
C20H42FNO4PSi | ωB97M-V with the def2-TZVPD basis set

Structure (ORCA input):
```
! wB97M-V def2-TZVPD RIJCOSX def2/J DEFGRID3
* xyz 1 1
C 4.74 -1.90 1.16
C 3.75 -0.64 1.64
P 2.88 -0.03 0.05
C 3.56 1.65 -0.57
C 3.53 2.86 0.53
C 0.98 0.06 0.23
C 0.13 1.18 1.08
C -1.54 1.10 1.06
N -2.31 0.02 0.28
Si -4.11 0.13 0.35
C -4.91 -0.53 1.97
C -5.01 -0.62 -1.21
C -4.51 2.05 0.28
C -1.54 -1.07 -0.48
F -2.25 -2.17 -1.22
C 0.11 -1.11 -0.55
H 4.48 -2.17 0.05
H 4.59 -2.87 1.81
H 5.89 -1.58 1.17
H 4.50 0.19 2.03
H 3.02 -0.97 2.49
H 2.85 1.98 -1.47
H 4.63 1.47 -1.03
H 2.44 3.32 0.69
H 4.04 2.59 1.57
H 4.20 3.74 0.08
H 0.73 2.00 1.68
H -2.11 1.93 1.69
H -5.78 0.23 2.27
H -5.47 -1.55 1.76
H -4.19 -0.59 2.89
H -4.98 -1.80 -1.24
H -6.08 -0.17 -1.39
H -4.34 -0.27 -2.14
H -4.04 2.44 -0.75
H -4.12 2.63 1.22
H -5.67 2.22 0.17
H 0.70 -1.93 -1.16
C -5.27 -2.09 -4.78
O -6.44 -2.12 -3.97
C -7.44 -1.21 -4.44
C -8.54 -1.94 -5.21
O -8.05 -2.49 -6.43
C -7.80 -3.89 -6.33
H -4.65 -2.95 -4.51
H -5.51 -2.16 -5.84
H -4.70 -1.18 -4.58
H -6.99 -0.42 -5.06
H -7.88 -0.74 -3.56
H -9.32 -1.22 -5.48
H -9.00 -2.72 -4.59
H -8.75 -4.43 -6.33
H -7.23 -4.14 -5.43
H -7.22 -4.20 -7.21
C 7.11 -0.06 3.48
O 6.77 1.30 3.24
C 6.53 2.02 4.45
C 7.73 2.89 4.83
O 8.86 2.09 5.19
C 9.82 2.01 4.14
H 7.50 -0.49 2.55
H 7.87 -0.16 4.25
H 6.21 -0.62 3.77
H 6.26 1.34 5.26
H 5.67 2.67 4.26
H 7.47 3.49 5.71
H 7.98 3.59 4.02
H 10.36 2.96 4.06
H 9.35 1.78 3.18
H 10.53 1.22 4.38
*
```

Its largest force on an atom is 0.1106 hartree/bohr. The value obtained for the frontier orbital gap is 0.2115 hartree. The calculation puts the total energy at -50966.5095 eV.


# 2
C20H42MoN3O3PS6 | ωB97M-V with the def2-TZVPD basis set

Structure (ORCA input):
```
! wB97M-V def2-TZVPD RIJCOSX def2/J DEFGRID3
* xyz 4 1
Mo -0.72 0.94 0.95
S -0.02 1.35 3.20
S -1.51 1.87 4.40
S -3.20 1.82 3.42
S -2.80 1.86 1.41
C 3.47 -2.29 -4.82
C 2.22 -1.76 -4.16
C 2.28 -0.77 -3.18
C 1.14 -0.28 -2.58
C -0.09 -0.79 -2.97
C -0.19 -1.80 -3.92
C 0.97 -2.27 -4.51
S -1.61 -0.19 -2.30
C -2.00 1.11 -3.44
O -1.24 0.59 -1.00
H 4.35 -1.70 -4.57
H 3.36 -2.31 -5.90
H 3.65 -3.32 -4.52
H 3.25 -0.39 -2.89
H 1.19 0.50 -1.84
H -1.15 -2.22 -4.20
H 0.90 -3.04 -5.27
H -1.15 1.78 -3.53
H -2.89 1.63 -3.08
H -2.21 0.63 -4.39
C 0.72 6.37 -1.83
C -0.10 5.98 -0.60
C 0.68 5.06 0.34
S 1.02 3.49 -0.53
O 0.23 2.40 0.40
C 2.77 3.11 -0.22
C 3.15 2.61 1.17
C 3.22 3.68 2.25
H 0.12 6.94 -2.54
H 1.11 5.50 -2.38
H 1.57 7.00 -1.56
H -1.04 5.51 -0.89
H -0.35 6.87 -0.03
H 0.13 4.78 1.24
H 1.65 5.48 0.61
H 3.26 4.05 -0.48
H 3.01 2.38 -1.00
H 4.14 2.16 1.04
H 2.50 1.79 1.47
H 3.87 4.50 1.95
H 3.63 3.26 3.16
H 2.24 4.10 2.50
C -0.01 -4.25 2.92
N -0.10 -2.81 2.56
C 1.13 -2.03 2.73
P -1.43 -2.34 1.79
O -1.14 -0.81 1.30
N -1.78 -3.14 0.44
C -2.61 -4.37 0.47
C -0.76 -3.16 -0.63
N -2.72 -2.24 2.76
C -4.03 -1.90 2.15
C -2.82 -3.01 4.02
H 0.75 -4.74 2.32
H -0.96 -4.75 2.76
H 0.25 -4.35 3.97
H 1.98 -2.72 2.74
H 1.15 -1.48 3.68
H 1.30 -1.34 1.91
H -3.30 -4.35 1.31
H -1.99 -5.26 0.55
H -3.19 -4.43 -0.44
H -0.20 -2.22 -0.67
H -1.26 -3.29 -1.59
H -0.06 -3.98 -0.50
H -3.90 -1.37 1.21
H -4.59 -1.28 2.85
H -4.63 -2.80 1.97
H -1.85 -3.08 4.51
H -3.22 -4.01 3.85
H -3.50 -2.48 4.69
*
```

The value obtained for the energy above the lowest of the compared OMol25 structures with the same formula, charge and spin is 14.1 kcal/mol. Its largest force on an atom is 0.0418 hartree/bohr. The value obtained for the frontier orbital gap (alpha / beta) is 0.1285 / 0.1298 hartree. The calculation puts the total energy at -108151.3871 eV.